No. 1
Molecular formula: C5H13NO
Method: DFT, wB97M-V/def2-TZVPD

```
20
Properties=species:S:1:pos:R:3:forces:R:3
C 1.05316 -2.24261 -1.23527 0.440 -0.711 0.853
C -0.04317 -1.22357 -0.74804 0.524 -0.237 -1.994
C 0.78258 -0.07203 -0.24955 -0.206 1.421 -0.227
C 0.54455 0.78170 0.78635 0.141 -0.228 0.678
C 1.37236 2.07044 0.85978 -1.195 0.150 -1.510
N -0.32006 0.54217 1.88381 0.524 0.451 -1.056
H 0.74971 -3.28435 -1.06924 -0.173 0.127 -0.834
H 1.39891 -1.99778 -2.26222 -0.585 -0.523 0.485
H 1.99385 -2.20727 -0.64543 -0.609 0.369 0.039
H -0.84632 -1.64132 -0.03320 1.283 0.684 -1.356
H -0.44846 -0.90519 -1.84503 -0.102 -0.489 2.887
H 1.65233 0.13207 -0.97231 -1.427 0.074 1.299
H 1.83477 1.84841 -0.07965 1.557 0.845 -0.320
H 0.85231 3.06059 0.61765 0.125 -1.446 0.789
H 2.05462 2.18581 1.69358 0.021 -0.137 0.118
H -0.43251 1.42206 2.44743 -0.161 -2.399 -0.224
H -0.46220 -0.46751 2.11646 -0.185 2.077 0.361
O -4.12585 0.35934 -0.28241 0.274 2.784 0.988
H -3.57583 0.30823 -1.08238 -0.173 0.340 0.505
H -4.03476 1.33082 0.09967 -0.071 -3.151 -1.481
```
Forces are in eV/Å.

Output
- SMILES: CC/C=C(/C)N.O
- Electronic energy: -8931.212 eV
- Net charge: 0
- HOMO level: -7.7 eV

These are the natural (NBO) partial charges, in e, on atoms 1 to 8:
1. C -0.616
2. C -0.438
3. C -0.314
4. C 0.190
5. C -0.669
6. N -0.872
7. H 0.212
8. H 0.207

No. 2
Molecular formula: C5H13NO
Method: DFT, wB97M-V/def2-TZVPD

```
20
Properties=species:S:1:pos:R:3:forces:R:3
C -0.62203 0.35551 0.94871 -0.170 -1.149 0.145
N -1.34785 0.99215 -0.10422 0.737 0.054 -0.567
C -0.76551 0.88426 -1.42011 0.016 1.474 0.504
C 2.52456 -0.14773 -0.58644 -0.480 1.013 2.301
C 3.23523 -0.25042 0.52289 0.723 -0.496 -0.807
O -3.07673 -0.73303 -0.08521 0.436 -0.103 0.304
C -0.08104 -1.03825 0.62177 0.106 0.746 -0.468
H 0.23039 0.98482 1.27251 -0.160 0.218 -0.008
H -1.31050 0.23532 1.78225 0.023 0.305 0.218
H -2.33074 0.47875 -0.15871 -1.002 -0.396 0.273
H -1.27500 1.62254 -2.04482 -0.407 -0.599 -0.301
H 0.25061 1.30742 -1.41765 0.251 -0.522 0.153
H -0.80451 -0.13351 -1.81960 0.244 0.068 -0.251
H 1.89137 0.75839 -0.50480 -0.396 -0.062 -1.387
H 3.65573 0.71080 0.84611 0.144 -0.185 0.096
H 3.57471 -1.14582 1.03531 -0.094 -0.011 0.002
H -3.98725 -0.80919 -0.38553 0.018 0.433 -0.227
H 0.88940 -0.92657 0.08411 0.063 -0.588 -0.192
H 0.12556 -1.65421 1.49670 -0.074 0.141 -0.028
H -0.77639 -1.49123 -0.08329 0.021 -0.341 0.241
```
Forces are in eV/Å.

Output
- Electronic energy: -8923.817 eV
- Net charge: 0
- HOMO level: -7.3 eV

These are the natural (NBO) partial charges, in e, on atoms 1 to 8:
1. C -0.252
2. N -0.463
3. C -0.439
4. C -0.036
5. C -0.440
6. O -1.071
7. C -0.592
8. H 0.210

No. 3
Molecular formula: C5H13NO
Method: DFT, wB97M-V/def2-TZVPD

```
20
Properties=species:S:1:pos:R:3:forces:R:3
C 0.28170 -2.17027 0.53386 -0.805 -1.637 0.127
C -0.32631 -0.85956 0.94466 -1.424 1.686 -1.083
N -1.60566 -0.97843 1.65217 0.930 0.207 1.544
C -0.70495 0.01498 -0.30675 1.375 -1.224 -0.054
C 0.44908 0.69942 -1.07626 -0.228 -0.629 0.076
C 0.51191 2.21375 -1.03075 2.567 1.170 0.642
O 1.93627 2.49185 -0.73465 0.383 -1.177 0.034
H -0.46404 -2.88557 0.13579 -0.421 0.662 0.127
H 0.96991 -2.17763 -0.30592 0.841 0.446 0.463
H 0.58181 -2.71460 1.43696 0.818 0.147 -0.315
H 0.32032 -0.26306 1.59320 0.204 -0.242 0.010
H -1.50057 -1.47219 2.53604 -0.222 0.000 -0.333
H -2.39085 -1.32580 1.14480 -0.144 -0.419 -0.560
H -1.45274 0.72467 -0.00483 -0.501 0.155 -0.048
H -1.07150 -0.77832 -0.96671 -0.772 0.521 -0.174
H 1.40947 0.34241 -0.69976 0.006 0.118 0.219
H 0.43778 0.32253 -2.09837 -0.079 0.339 -0.197
H 0.00425 2.67703 -0.18233 -0.773 -0.248 -0.389
H 0.39668 2.74377 -1.97759 -1.021 -0.295 0.046
H 2.21744 3.39500 -0.59354 -0.733 0.422 -0.136
```
Forces are in eV/Å.

Output
- SMILES: C[C@H](N)CCCO
- Electronic energy: -8932.346 eV
- Net charge: 0
- HOMO level: -9.1 eV

These are the natural (NBO) partial charges, in e, on atoms 1 to 8:
1. C -0.644
2. C -0.046
3. N -0.854
4. C -0.395
5. C -0.446
6. C -0.059
7. O -0.775
8. H 0.205

No. 4
Molecular formula: C5H13NO
Method: DFT, wB97M-V/def2-TZVPD

```
20
Properties=species:S:1:pos:R:3:forces:R:3
C 1.22285 -1.51132 -1.53440 2.282 -0.116 -0.420
C 0.96974 -0.01064 -1.61655 -1.428 -0.381 0.581
C 1.67581 0.83640 -0.55814 -0.099 -0.335 0.121
N 1.96622 0.23149 0.64535 -0.468 -0.307 -1.115
O 1.87970 2.01361 -0.73383 0.284 0.390 -0.181
H 2.28554 -1.55741 -1.82499 0.006 -0.342 0.126
H 0.78906 -2.20663 -2.24819 -0.781 0.452 -0.002
H 1.24326 -1.97950 -0.55473 -0.635 0.083 0.160
H 1.17810 0.33240 -2.62552 0.353 0.307 0.143
H -0.09120 0.23894 -1.46232 0.056 -0.117 -0.020
H 2.58852 0.72444 1.25052 0.064 0.064 0.377
H 1.77349 -0.75193 0.75662 0.362 0.314 0.236
C -2.62383 1.05044 1.11025 0.771 0.403 0.597
C -1.74510 -0.13073 1.53024 -0.955 -0.560 -0.498
H -3.50253 1.15203 1.74480 0.023 0.088 0.061
H -2.00640 1.95175 1.18259 -0.385 0.153 -0.005
H -2.96510 0.97778 0.08132 0.045 -0.209 -0.106
H -1.37530 -0.14105 2.55212 -0.051 0.503 0.112
H -2.37025 -1.02898 1.44417 0.439 -0.137 -0.136
H -0.89256 -0.19112 0.86068 0.116 -0.251 -0.031
```
Forces are in eV/Å.

Output
- SMILES: CCC(N)=O.CC
- Electronic energy: -8933.603 eV
- Net charge: 0
- HOMO level: -9.8 eV

These are the natural (NBO) partial charges, in e, on atoms 1 to 8:
1. C -0.621
2. C -0.506
3. C 0.679
4. N -0.840
5. O -0.607
6. H 0.209
7. H 0.229
8. H 0.192

No. 5
Molecular formula: C5H13NO
Method: DFT, wB97M-V/def2-TZVPD

```
20
Properties=species:S:1:pos:R:3:forces:R:3
C -2.10384 -0.36581 2.57855 -1.005 1.532 1.266
C -1.12509 -0.65852 1.50504 0.937 -0.414 0.795
C -1.48925 -0.90936 0.24826 0.961 0.297 0.215
N -0.57402 -0.96986 -0.85509 0.671 0.444 -0.083
C -0.58699 0.25759 -1.70439 -0.279 0.944 1.035
C 0.69603 1.11455 -2.00181 -1.622 -0.994 -2.792
H -2.80170 0.37571 2.15248 0.067 -0.103 0.446
H -2.74192 -1.15783 2.93484 -0.043 -0.729 -0.033
H -1.68835 0.10337 3.53251 -0.153 -0.580 -1.454
H -0.09020 -0.62986 1.90924 -0.408 0.082 -1.142
H -2.56783 -1.07600 0.06509 0.714 0.389 -0.397
H 0.39626 -1.00539 -0.56714 -0.153 -0.636 0.731
H -1.29816 0.94351 -1.21529 -0.200 -0.254 -0.739
H -0.84437 -0.09109 -2.67747 -1.013 0.268 -0.758
H 1.39881 1.35700 -1.25271 0.646 0.067 0.923
H 0.34127 2.03327 -2.54419 0.120 -0.489 1.022
H 1.11780 0.59080 -2.88827 0.775 0.170 0.964
O 4.53220 -0.20527 -0.02488 -0.657 1.307 -0.019
H 4.24965 0.72815 0.16188 0.558 -1.419 -0.153
H 5.17970 -0.43496 0.64335 0.085 0.118 0.173
```
Forces are in eV/Å.

Output
- SMILES: C/C=C/NCC.O
- Electronic energy: -8931.463 eV
- Net charge: 0
- HOMO level: -8.2 eV

These are the natural (NBO) partial charges, in e, on atoms 1 to 8:
1. C -0.651
2. C -0.249
3. C -0.012
4. N -0.640
5. C -0.212
6. C -0.631
7. H 0.213
8. H 0.217

No. 6
Molecular formula: C5H13NO
Method: DFT, wB97M-V/def2-TZVPD

```
20
Properties=species:S:1:pos:R:3:forces:R:3
C -0.54601 -3.27727 0.20493 0.881 -0.660 0.245
N -0.05765 -1.93027 0.14854 0.605 -0.572 -0.624
C -0.82876 -0.78994 -0.26207 -0.294 -0.085 0.616
C 0.07215 0.32442 -0.76321 0.615 0.000 -0.334
C 0.49285 1.36133 0.26180 -0.264 -0.135 0.078
C -0.61023 2.35283 0.60700 -0.265 0.295 0.339
O 1.57743 2.12388 -0.23698 0.491 0.335 -0.074
H 0.28868 -3.98545 0.06203 0.049 0.350 0.198
H -1.18086 -3.57118 -0.62551 -0.574 0.477 -0.004
H -0.97192 -3.55426 1.17438 -0.522 -0.021 -0.099
H 0.83574 -1.79330 0.58849 -0.194 0.284 -0.010
H -1.45491 -0.45172 0.58155 -0.176 0.296 -0.270
H -1.49605 -1.07722 -1.07226 -0.141 -0.225 0.002
H 0.98570 -0.17490 -1.10529 -0.005 0.028 -0.118
H -0.32159 0.84185 -1.64285 -0.192 -0.018 0.142
H 0.77729 0.83560 1.18060 0.208 0.008 0.057
H -0.98319 2.21576 1.61778 0.100 -0.044 0.222
H -0.25256 3.38227 0.53254 0.103 -0.170 -0.028
H -1.48920 2.26441 -0.01878 -0.078 -0.091 -0.431
H 2.34546 1.56965 -0.43085 -0.348 -0.052 0.092
```
Forces are in eV/Å.

Output
- SMILES: CNCC[C@H](C)O
- Electronic energy: -8932.567 eV
- Net charge: 0
- HOMO level: -8.2 eV

These are the natural (NBO) partial charges, in e, on atoms 1 to 8:
1. C -0.403
2. N -0.666
3. C -0.207
4. C -0.423
5. C 0.101
6. C -0.635
7. O -0.724
8. H 0.193

No. 7
Molecular formula: C5H13NO
Method: DFT, wB97M-V/def2-TZVPD

```
20
Properties=species:S:1:pos:R:3:forces:R:3
C -0.96679 -1.59445 -0.60477 -1.277 1.914 0.224
C -2.24410 1.23313 0.06076 -0.277 -0.629 0.228
O -2.62883 -0.04598 -0.30810 0.627 -0.307 -0.447
C -0.26665 -1.62954 0.54859 0.914 0.100 0.102
N 2.19723 0.17372 0.57458 -0.816 -0.076 -0.251
C 2.64823 -0.11831 -0.75189 0.226 -1.140 0.879
C 1.39438 1.36484 0.59004 -0.142 -0.096 0.174
H -0.62515 -1.00517 -1.45231 0.510 -0.828 -0.368
H -1.98032 -1.96088 -0.70813 0.045 -0.147 0.121
H -1.93181 1.23438 1.11482 0.162 0.409 0.023
H -3.13036 1.88587 -0.02285 0.039 0.047 0.073
H -1.46015 1.66226 -0.57581 -0.053 0.094 -0.036
H 0.82578 -1.59490 0.53193 0.040 0.209 0.198
H -0.75127 -1.54697 1.51296 -0.031 -0.663 0.039
H 1.78913 -0.37273 -1.38074 -0.131 0.537 -0.587
H 3.23920 -1.03562 -0.72482 0.190 0.105 0.015
H 3.28058 0.68920 -1.13401 -0.327 0.159 -0.328
H 1.27773 1.72645 1.61129 0.116 0.108 -0.026
H 0.39202 1.12568 0.23654 0.065 0.152 -0.136
H 1.77456 2.14286 -0.08541 0.118 0.052 0.103
```
Forces are in eV/Å.

Output
- Electronic energy: -8924.549 eV
- Net charge: 0
- HOMO level: -7.1 eV

These are the natural (NBO) partial charges, in e, on atoms 1 to 8:
1. C -0.255
2. C -0.252
3. O -0.640
4. C -0.324
5. N -0.209
6. C -0.495
7. C -0.499
8. H 0.213

No. 8
Molecular formula: C5H13NO
Method: DFT, wB97M-V/def2-TZVPD

```
20
Properties=species:S:1:pos:R:3:forces:R:3
C 1.67274 -1.13868 -1.87107 -1.034 0.588 -2.948
C 0.72558 -2.00516 -1.05244 -0.783 -0.441 1.165
N -0.60975 -1.94178 -1.40058 3.407 -4.468 1.622
O 0.97081 -2.73226 -0.10734 1.296 0.195 -0.577
H 1.05113 -0.30595 -2.27760 0.342 -0.222 0.543
H 2.02373 -1.54458 -2.87651 -0.745 -0.492 1.336
H 2.58417 -0.69801 -1.53108 0.277 -0.115 1.385
H -1.26472 -2.53834 -0.97136 0.077 -1.187 1.089
H -1.08552 -1.27195 -1.75219 -2.855 6.168 -3.569
C 0.55414 1.85156 1.47015 -0.557 0.144 0.628
C -0.47043 0.77107 1.64875 -1.551 -3.952 -0.358
C -1.57810 1.10489 0.66770 -2.639 1.078 2.629
H 0.14619 2.83259 1.80067 -0.035 -0.692 -0.090
H 1.41231 1.67541 2.02732 1.749 -0.238 1.100
H 0.84091 1.98704 0.46741 0.396 0.019 -1.435
H -0.79391 0.73166 2.66350 -0.730 0.880 0.877
H -0.44185 -0.52372 1.66447 1.643 3.452 -0.964
H -1.18874 1.37216 -0.27396 0.343 0.377 -1.174
H -2.15020 1.98770 1.14938 0.911 -0.781 -1.217
H -2.39849 0.38633 0.55477 0.488 -0.313 -0.042
```
Forces are in eV/Å.

Output
- SMILES: CC(N)=O.CCC
- Electronic energy: -8931.650 eV
- Net charge: 0
- HOMO level: -9.8 eV

These are the natural (NBO) partial charges, in e, on atoms 1 to 8:
1. C -0.727
2. C 0.676
3. N -0.816
4. O -0.592
5. H 0.216
6. H 0.247
7. H 0.246
8. H 0.388

No. 9
Molecular formula: C5H13NO
Method: DFT, wB97M-V/def2-TZVPD

```
20
Properties=species:S:1:pos:R:3:forces:R:3
C 0.83477 -0.79033 0.63242 -0.468 -0.771 -0.160
C -0.70384 -0.70378 0.51027 0.206 0.004 -0.194
C 1.67737 0.10758 -0.22626 0.172 0.330 0.100
C -1.32042 0.66272 0.80347 0.487 -0.199 0.098
C -1.10902 -1.18958 -0.87760 -0.201 -0.031 0.103
N 1.34192 0.49533 -1.37954 -0.334 -0.307 0.033
O 1.30692 -0.64392 1.95806 0.032 0.343 0.295
H 0.77017 -1.19330 2.53862 0.035 0.021 -0.072
H 0.21741 3.40362 -1.42989 0.212 -1.174 -0.012
H -1.09917 -1.41162 1.25521 0.102 0.006 -0.064
H 2.04634 1.03312 -1.86492 0.376 0.171 0.176
H 0.35317 2.63370 -1.43008 -0.272 1.300 -0.014
H 2.63140 0.34142 0.25900 0.085 0.072 -0.129
H 1.10798 -1.81092 0.28907 -0.121 0.185 0.011
H -1.00681 1.38712 0.05714 -0.016 0.116 -0.079
H -0.68609 -0.53394 -1.63147 -0.074 -0.027 -0.078
H -2.40408 0.58250 0.78030 -0.110 0.041 0.002
H -1.01635 1.02206 1.78468 -0.016 0.096 0.082
H -0.74893 -2.20085 -1.05495 0.025 -0.132 -0.081
H -2.19268 -1.19094 -0.97360 -0.120 -0.044 -0.019
```
Forces are in eV/Å.

Output
- Electronic energy: -8931.932 eV
- Net charge: 0
- HOMO level: -9.8 eV

These are the natural (NBO) partial charges, in e, on atoms 1 to 8:
1. C 0.033
2. C -0.218
3. C 0.148
4. C -0.614
5. C -0.620
6. N -0.641
7. O -0.718
8. H 0.472

No. 10
Molecular formula: C5H13NO
Method: DFT, wB97M-V/def2-TZVPD

```
20
Properties=species:S:1:pos:R:3:forces:R:3
C 1.11792 0.51643 -0.86610 0.993 -0.001 -0.459
C -0.35824 0.75777 -1.14633 -0.989 -1.883 -0.172
C -1.06398 1.48461 -0.01177 -0.669 1.320 -0.132
C -3.00009 1.36725 1.51282 -0.224 -0.481 0.825
C -2.33013 0.85593 0.50687 0.382 -0.066 -0.919
N 1.40901 -0.82247 -0.47913 -1.570 -0.250 1.966
H 1.57883 1.14971 -0.11177 -0.071 0.283 0.167
H 1.75502 0.72513 -1.74599 -0.111 0.047 -0.272
H -0.62160 1.02208 -2.17461 0.573 0.907 0.282
H -0.81075 -0.25000 -1.17607 0.044 0.003 0.237
H -1.38669 2.48053 -0.35022 0.348 -0.138 -0.262
H -0.41919 1.73149 0.82312 0.440 -0.194 0.202
H -3.94366 0.93520 1.80326 -0.177 0.075 0.063
H -2.59136 2.13759 2.14958 -0.028 0.256 -0.055
H -2.75301 0.06807 -0.10497 -0.135 -0.138 0.069
H 1.81719 -0.96627 0.46054 0.650 -0.020 -0.747
H 0.65278 -1.52237 -0.57936 0.593 0.201 -0.713
H 3.13430 -4.03304 -0.09609 0.373 -0.131 0.474
H 4.38568 -3.78009 0.77233 0.059 -0.091 -0.051
O 3.42797 -3.85755 0.81390 -0.482 0.301 -0.503
```
Forces are in eV/Å.

Output
- Electronic energy: -8923.223 eV
- Multiplicity: 2
- Net charge: +1
- HOMO level (spin up / spin down): -13.2 / -13.1 eV

These are the natural (NBO) partial charges, in e, on atoms 1 to 8:
1. C -0.288
2. C -0.408
3. C -0.461
4. C -0.336
5. C -0.203
6. N -0.305
7. H 0.265
8. H 0.315

Energy above the lowest of the compared OMol25 structures with the same formula, charge and spin values (in eV) by entry order: 2.799 10.194 1.665 0.408 2.548 1.444 9.462 2.361 2.079 2.527.